The following is a DFT calculation (the ωB97M-V functional and the def2-TZVPD basis) of a molecular structure, C40H37I2N2OSb2V.

Each line ends with the Löwdin charge.
Geometry (Å):
V (0.015, -1.005, 0.501)  0.59
I (-3.232, -1.798, 7.384)  0.96
C (-2.124, -1.458, 5.660)  -0.73
C (-0.870, -0.868, 5.747)  -0.20
C (-0.138, -0.649, 4.591)  -0.63
I (1.729, 0.261, 4.703)  0.99
C (-0.656, -1.007, 3.349)  -0.38
O (0.110, -0.767, 2.250)  -0.34
C (-1.925, -1.583, 3.256)  -0.16
C (-2.603, -1.865, 1.937)  -0.11
N (-1.680, -2.296, 0.855)  -0.12
C (-1.108, -3.634, 1.118)  -0.10
C (0.006, -3.915, 0.147)  -0.23
C (0.357, -5.197, -0.226)  0.02
C (1.434, -5.379, -1.079)  0.01
C (2.129, -4.270, -1.540)  -0.01
C (1.723, -3.019, -1.131)  -0.09
N (0.676, -2.835, -0.304)  0.00
C (-2.642, -1.814, 4.422)  -0.10
H (-0.463, -0.584, 6.708)  0.09
H (-3.367, -2.632, 2.090)  0.14
H (-3.109, -0.964, 1.585)  0.11
H (-2.237, -2.359, 0.004)  0.14
H (-0.708, -3.626, 2.136)  0.15
H (-1.872, -4.413, 1.074)  0.15
H (-0.206, -6.041, 0.150)  0.13
H (1.727, -6.375, -1.383)  0.13
H (2.975, -4.367, -2.204)  0.13
H (2.241, -2.132, -1.469)  0.09
H (-3.625, -2.265, 4.361)  0.11
C (-0.304, 3.107, 0.605)  -0.33
C (1.082, 3.428, 0.054)  -0.35
C (2.218, 2.543, 0.563)  -0.33
Sb (2.207, 0.572, -0.263)  1.49
C (1.969, 0.999, -2.309)  -0.40
C (1.040, 0.258, -3.034)  -0.16
C (0.803, 0.533, -4.373)  -0.07
C (1.498, 1.561, -4.992)  -0.05
C (2.427, 2.309, -4.278)  -0.05
C (2.663, 2.032, -2.939)  -0.12
C (4.188, -0.110, -0.081)  -0.39
C (5.022, -0.190, -1.192)  -0.12
C (6.322, -0.656, -1.039)  -0.06
C (6.782, -1.038, 0.213)  -0.06
C (5.946, -0.963, 1.320)  -0.06
C (4.644, -0.504, 1.175)  -0.13
Sb (-1.340, 1.357, -0.069)  1.53
C (-3.093, 1.545, 1.082)  -0.40
C (-2.968, 1.592, 2.470)  -0.14
C (-4.105, 1.650, 3.264)  -0.06
C (-5.362, 1.655, 2.674)  -0.05
C (-5.486, 1.612, 1.292)  -0.06
C (-4.353, 1.556, 0.491)  -0.11
C (-1.912, 1.765, -2.047)  -0.40
C (-1.608, 2.985, -2.642)  -0.11
C (-1.965, 3.215, -3.964)  -0.06
C (-2.630, 2.235, -4.687)  -0.06
C (-2.939, 1.018, -4.093)  -0.07
C (-2.573, 0.780, -2.777)  -0.15
H (-1.005, 3.912, 0.379)  0.07
H (-0.277, 3.006, 1.693)  0.07
H (1.309, 4.454, 0.357)  0.12
H (1.070, 3.438, -1.039)  0.08
H (2.194, 2.443, 1.649)  0.05
H (3.186, 2.968, 0.293)  0.07
H (0.486, -0.545, -2.548)  0.07
H (0.077, -0.046, -4.929)  0.11
H (1.318, 1.783, -6.035)  0.12
H (2.968, 3.110, -4.765)  0.12
H (3.390, 2.622, -2.393)  0.11
H (4.671, 0.112, -2.171)  0.09
H (6.976, -0.714, -1.898)  0.11
H (7.796, -1.395, 0.329)  0.12
H (6.307, -1.261, 2.295)  0.11
H (3.997, -0.455, 2.045)  0.07
H (-1.992, 1.583, 2.945)  0.10
H (-4.009, 1.695, 4.342)  0.12
H (-6.248, 1.703, 3.293)  0.12
H (-6.466, 1.631, 0.834)  0.12
H (-4.457, 1.536, -0.588)  0.10
H (-1.097, 3.764, -2.089)  0.10
H (-1.731, 4.165, -4.426)  0.12
H (-2.915, 2.421, -5.713)  0.12
H (-3.466, 0.258, -4.654)  0.11
H (-2.817, -0.177, -2.324)  0.09

Summary:
* <S²>: 2.0335
* molecular weight: 1110.02 g mol⁻¹
* calculated total energy: -3750.61514 hartree
* Kohn-Sham gap (spin up / spin down): 6.723 / 7.128 eV
* energy above the lowest of the compared OMol25 structures with the same formula, charge and spin: 0.0 kcal per mole
* 2S+1: 3
* net charge: +2

=====

The following is a DFT calculation (the ωB97M-V functional and the def2-TZVPD basis) of C2H3Cl2O2P in the gas phase at a distorted geometry.

Each line ends with the natural charge from an NBO analysis.
Geometry (Å):
O (-2.208, 1.194, -0.794)  -0.54
C (-2.050, 0.148, -0.261)  0.71
Cl (-3.243, -0.879, 0.332)  0.03
O (-0.855, -0.419, -0.066)  -0.55
C (0.496, 0.142, -0.355)  -0.19
P (1.641, -1.101, 0.482)  0.32
Cl (0.544, 1.800, 0.241)  -0.01
H (0.780, 0.201, -1.421)  0.23
H (2.057, -0.620, 1.753)  0.00
H (2.838, -0.466, 0.089)  -0.02

Summary:
* molecular weight: 160.92 g mol⁻¹
* SMILES: O=C(Cl)O[C@H](P)Cl
* calculated total energy: -1490.18647 hartree
* Kohn-Sham gap: 10.740 eV
* energy above the lowest of the compared OMol25 structures with the same formula, charge and spin: 59.0 kcal per mole

=====

The following is a DFT calculation (the ωB97M-V functional and the def2-TZVPD basis) of 2 unconnected molecules or ions with the total composition C9H16N2O2 at a distorted geometry.

Each line ends with the natural charge from an NBO analysis.
Geometry (Å):
O (-3.212, 1.159, -0.699)  -0.57
C (-2.702, 0.143, -0.314)  0.64
C (-2.364, -1.155, -1.013)  -0.39
C (-1.658, -2.089, -0.254)  0.07
N (-1.110, -1.630, 0.932)  -0.61
C (-1.115, -0.445, 1.548)  0.78
O (-0.358, -0.153, 2.455)  -0.61
N (-2.144, 0.277, 0.995)  -0.68
H (-2.768, -1.232, -2.084)  0.26
H (-1.212, -2.999, -0.543)  0.22
H (-0.344, -2.321, 1.237)  0.42
H (-2.785, 1.001, 1.680)  0.45
C (2.091, -1.859, -0.710)  -0.61
C (2.195, -0.450, 0.071)  -0.41
C (1.265, 0.662, -0.438)  -0.41
C (1.241, 1.935, 0.369)  -0.42
C (-0.030, 2.791, -0.208)  -0.62
H (1.075, -2.130, -0.903)  0.18
H (2.455, -1.843, -1.766)  0.21
H (2.500, -2.674, -0.020)  0.21
H (3.306, -0.314, 0.290)  0.21
H (1.782, -0.730, 1.057)  0.20
H (1.479, 0.795, -1.547)  0.20
H (0.178, 0.169, -0.405)  0.18
H (2.220, 2.672, 0.253)  0.21
H (1.116, 1.484, 1.515)  0.24
H (-0.856, 2.186, -0.412)  0.20
H (-0.522, 3.713, 0.194)  0.22
H (0.277, 3.036, -1.279)  0.20

Summary:
* molecular weight: 184.24 g mol⁻¹
* SMILES: O=c1cc[nH]c(=O)[nH]1.CCCCC
* calculated total energy: -612.44307 hartree
* Kohn-Sham gap: 9.565 eV
* energy above the lowest of the compared OMol25 structures with the same formula, charge and spin: 89.5 kcal per mole

=====

The following is a DFT calculation (the ωB97M-V functional and the def2-TZVPD basis) of a molecular structure, C37H44AlBN11OSi.

Each line ends with the Löwdin charge.
Geometry (Å):
Al (1.326, 0.090, 0.243)  0.40
C (-0.562, 2.881, 1.496)  0.00
C (0.418, 2.978, 0.378)  -0.25
C (0.857, 4.085, -0.329)  0.04
C (1.833, 3.621, -1.196)  0.02
N (1.965, 2.302, -1.033)  0.07
N (1.074, 1.892, -0.076)  0.07
B (3.043, 1.319, -1.622)  -0.60
N (2.282, 0.127, -2.280)  0.08
C (2.436, -0.503, -3.445)  0.01
C (1.667, -1.656, -3.439)  0.04
C (1.041, -1.693, -2.206)  -0.26
C (0.093, -2.716, -1.676)  0.00
N (1.414, -0.604, -1.497)  0.07
N (3.825, 0.684, -0.385)  0.08
C (5.133, 0.516, -0.196)  0.00
C (5.344, -0.206, 0.966)  0.04
C (4.084, -0.487, 1.465)  -0.27
C (3.724, -1.260, 2.688)  0.00
N (3.156, 0.050, 0.649)  0.07
N (3.969, 2.051, -2.521)  -0.02
C (4.876, 3.017, -2.184)  -0.09
C (5.248, 3.656, -3.329)  0.00
C (4.498, 3.031, -4.360)  -0.33
C (4.504, 3.346, -5.819)  -0.02
N (3.729, 2.081, -3.867)  0.12
H (-1.168, 3.781, 1.540)  0.09
H (-0.044, 2.771, 2.451)  0.10
H (-1.233, 2.031, 1.356)  0.05
H (0.507, 5.096, -0.226)  0.13
H (2.436, 4.147, -1.918)  0.14
H (3.071, -0.075, -4.202)  0.13
H (1.574, -2.374, -4.235)  0.13
H (-0.943, -2.430, -1.875)  0.09
H (0.213, -2.875, -0.604)  0.07
H (0.266, -3.667, -2.174)  0.10
H (5.840, 0.902, -0.909)  0.14
H (6.288, -0.500, 1.389)  0.13
H (4.593, -1.806, 3.046)  0.10
H (2.930, -1.982, 2.490)  0.08
H (3.407, -0.596, 3.494)  0.09
H (5.178, 3.182, -1.163)  0.13
H (5.965, 4.452, -3.431)  0.12
H (5.446, 3.806, -6.110)  0.08
H (3.702, 4.042, -6.066)  0.09
H (4.360, 2.443, -6.408)  0.08
C (-4.308, 1.528, 1.834)  -0.19
Si (-3.841, 1.319, 0.031)  0.74
C (-5.153, 0.414, -0.940)  -0.20
C (-3.205, 2.842, -0.825)  -0.33
C (-2.551, 2.741, -2.058)  -0.12
C (-2.070, 3.867, -2.709)  -0.08
C (-2.237, 5.121, -2.137)  -0.08
C (-2.886, 5.245, -0.915)  -0.07
C (-3.361, 4.115, -0.264)  -0.11
H (-5.395, 1.557, 1.934)  0.05
H (-3.895, 2.437, 2.271)  0.03
H (-3.960, 0.687, 2.438)  0.01
H (-5.976, 1.110, -1.128)  0.05
H (-5.557, -0.429, -0.374)  0.01
H (-4.808, 0.055, -1.909)  0.03
H (-2.425, 1.769, -2.525)  0.10
H (-1.581, 3.769, -3.669)  0.11
H (-1.881, 6.004, -2.651)  0.11
H (-3.040, 6.224, -0.480)  0.11
H (-3.883, 4.236, 0.678)  0.10
C (0.558, -6.640, 2.733)  -0.04
C (-0.701, -5.823, 2.640)  -0.27
C (-1.416, -5.475, 3.783)  -0.03
C (-2.569, -4.710, 3.702)  -0.02
C (-3.045, -4.295, 2.465)  -0.27
N (-4.238, -3.513, 2.411)  0.15
C (-4.488, -2.470, 1.570)  -0.51
O (-5.590, -2.100, 1.252)  0.11
N (-3.355, -1.813, 1.035)  0.14
C (-2.189, -1.467, 1.680)  -0.23
C (-1.978, -1.540, 3.056)  0.05
C (-0.761, -1.136, 3.588)  0.01
C (0.225, -0.658, 2.759)  -0.08
N (0.024, -0.577, 1.426)  0.02
C (-1.154, -0.960, 0.901)  -0.05
C (-2.364, -4.661, 1.311)  -0.02
C (-1.197, -5.403, 1.407)  -0.03
H (0.516, -7.334, 3.570)  0.09
H (1.430, -6.000, 2.883)  0.08
H (0.723, -7.216, 1.823)  0.08
H (-1.073, -5.815, 4.752)  0.12
H (-3.116, -4.448, 4.600)  0.12
H (-5.085, -3.920, 2.782)  0.17
H (-3.609, -1.236, 0.240)  0.09
H (-2.768, -1.888, 3.706)  0.13
H (-0.588, -1.179, 4.654)  0.13
H (1.181, -0.320, 3.134)  0.11
H (-1.274, -0.868, -0.170)  0.11
H (-2.761, -4.387, 0.342)  0.12
H (-0.687, -5.706, 0.500)  0.11

Summary:
* <S²>: 0.7530
* molecular weight: 724.71 g mol⁻¹
* calculated total energy: -2670.45954 hartree
* Kohn-Sham gap (spin up / spin down): 5.414 / 7.290 eV
* 2S+1: 2
* net charge: +2